C25H63F4Hg2N5O23S4 as an isolated structure. Source: OMol25; level of theory: ωB97M-V/def2-TZVPD.

Last column: Löwdin charge in e.
Positions of all 126 atoms, in Å:
1 Hg 3.146 -2.511 2.764  1.372
2 Hg -0.945 -1.106 1.129  1.266
3 N -2.098 -2.974 0.929  -0.344
4 S -3.730 -2.979 0.327  0.598
5 O -4.866 -3.712 0.900  -0.237
6 O -3.845 -2.673 -1.094  -0.260
7 F -4.178 -1.592 0.919  -0.193
8 S -2.214 -4.420 1.244  0.387
9 O -2.380 -5.313 0.107  -0.247
10 O -2.801 -4.778 2.492  -0.238
11 F -0.589 -4.569 1.411  -0.231
12 N -0.869 0.756 2.463  -0.351
13 S -1.862 1.169 3.820  0.648
14 O -2.945 2.177 3.790  -0.247
15 O -1.154 0.933 5.088  -0.289
16 F -2.722 -0.214 3.768  -0.219
17 S -0.338 2.180 2.271  0.451
18 O 0.407 2.860 3.353  -0.265
19 O -1.104 3.038 1.394  -0.248
20 F 0.827 1.643 1.297  -0.201
21 C 1.661 -1.642 0.546  -1.144
22 O 2.856 -1.459 0.533  0.017
23 O 1.140 -1.876 1.638  -0.186
24 O 0.923 -1.196 -0.238  -0.001
25 C -6.900 0.589 1.560  -0.257
26 C -5.796 1.502 1.737  -0.274
27 O -5.928 2.119 3.028  -0.047
28 O -6.681 0.063 0.249  -0.077
29 H -7.885 1.054 1.558  0.126
30 H -6.881 -0.169 2.343  0.133
31 H -5.782 2.130 0.846  0.128
32 H -4.865 0.937 1.684  0.097
33 H -5.179 2.715 3.108  0.060
34 H -6.954 -0.850 0.138  0.086
35 C -2.689 1.638 -2.181  -0.195
36 C -2.875 0.604 -1.067  -0.207
37 O -1.658 0.106 -0.639  -0.149
38 O -2.819 0.971 -3.431  -0.064
39 H -1.784 2.242 -2.116  0.122
40 H -3.431 2.415 -1.998  0.120
41 H -3.397 -0.213 -1.567  0.112
42 H -3.456 0.953 -0.214  0.118
43 H -1.116 0.175 -1.428  0.052
44 H -3.690 0.613 -3.617  0.053
45 C 0.849 1.526 -4.336  -0.218
46 C 0.705 0.709 -2.992  -0.186
47 O 0.683 1.516 -1.777  -0.108
48 O 2.020 2.277 -4.249  -0.044
49 H -0.095 2.071 -4.338  0.110
50 H 0.837 0.851 -5.192  0.126
51 H 1.562 0.043 -2.887  0.120
52 H -0.237 0.166 -2.918  0.080
53 H 0.894 0.875 -1.094  0.028
54 H 1.908 2.859 -3.493  0.081
55 C 7.979 -0.984 -1.835  -0.103
56 O 6.680 -0.400 -1.741  -0.148
57 C 6.855 0.927 -1.605  -0.335
58 C 5.522 1.578 -1.707  -0.174
59 N 4.857 1.286 -0.392  -0.032
60 C 3.546 1.907 -0.465  -0.227
61 C 3.550 3.371 -0.114  -0.195
62 O 4.147 3.720 1.143  -0.188
63 C 3.902 5.022 1.558  -0.129
64 H 8.794 -0.534 -2.402  0.086
65 H 7.849 -1.964 -2.295  0.088
66 H 8.337 -1.065 -0.809  0.086
67 H 7.421 1.285 -2.465  0.119
68 H 7.479 1.146 -0.739  0.128
69 H 4.966 1.174 -2.552  0.132
70 H 5.695 2.646 -1.841  0.113
71 H 5.457 1.639 0.340  0.097
72 H 2.918 1.281 0.168  0.084
73 H 3.158 1.639 -1.448  0.106
74 H 2.472 3.529 -0.106  0.119
75 H 4.043 3.919 -0.917  0.121
76 H 4.436 5.705 0.898  0.081
77 H 4.274 5.115 2.578  0.089
78 H 2.883 5.359 1.365  0.088
79 C 4.340 2.659 6.370  -0.111
80 O 4.347 1.674 5.387  -0.172
81 C 3.219 1.857 4.570  -0.207
82 C 3.334 0.616 3.580  -0.138
83 N 3.235 -0.697 4.268  -0.119
84 C 1.913 -0.699 4.890  -0.175
85 C 1.563 -2.132 5.508  -0.082
86 O 1.645 -2.920 4.245  -0.382
87 C 0.649 -3.921 4.283  -0.083
88 H 3.385 3.077 6.689  0.096
89 H 4.975 3.497 6.081  0.096
90 H 4.709 2.155 7.264  0.092
91 H 3.108 2.839 4.111  0.123
92 H 2.243 1.832 5.055  0.097
93 H 4.345 0.680 3.178  0.124
94 H 2.686 0.543 2.707  0.101
95 H 3.896 -0.526 5.012  0.114
96 H 1.167 -0.648 4.098  0.114
97 H 2.010 -0.004 5.725  0.133
98 H 0.541 -1.866 5.777  0.130
99 H 2.167 -2.507 6.334  0.133
100 H -0.363 -3.517 4.326  0.107
101 H 0.848 -4.607 5.106  0.105
102 H 0.646 -4.522 3.373  0.080
103 C -6.702 0.281 -4.062  -0.092
104 O -5.461 -0.312 -4.467  -0.229
105 C -5.621 -1.291 -5.534  -0.164
106 C -4.479 -2.333 -5.191  -0.213
107 N -3.332 -1.678 -5.691  -0.068
108 C -2.048 -2.363 -5.594  -0.161
109 C -1.560 -2.698 -4.163  -0.234
110 O -0.265 -3.193 -4.178  -0.203
111 C 0.418 -3.267 -2.904  -0.067
112 H -6.434 1.105 -3.401  0.082
113 H -7.279 -0.411 -3.450  0.087
114 H -7.342 0.697 -4.841  0.086
115 H -5.397 -0.850 -6.505  0.115
116 H -6.598 -1.745 -5.704  0.113
117 H -4.781 -3.234 -5.725  0.114
118 H -4.501 -2.644 -4.147  0.110
119 H -3.357 -0.732 -5.338  0.093
120 H -1.335 -1.636 -5.984  0.111
121 H -1.846 -3.188 -6.277  0.120
122 H -2.106 -3.504 -3.673  0.123
123 H -1.488 -1.819 -3.523  0.104
124 H 0.618 -2.219 -2.680  0.051
125 H 1.425 -3.650 -3.070  0.090
126 H -0.032 -3.705 -2.013  0.086

Computed properties:
DFT total energy, eV: -144033.037
LUMO energy, eV: -3.406
E_HOMO, eV: -8.316